Density functional theory data (ωB97M-V/def2-TZVPD) for a single C20H24ClNO4 molecule.

```
50
Properties=species:S:1:pos:R:3
H 2.115 2.950 -0.851
H 1.003 3.586 1.271
H -2.139 2.385 1.565
H 4.675 -2.239 0.384
C 2.572 1.393 0.558
C 2.638 -1.687 -0.017
C 0.404 -1.574 -0.970
N 3.631 0.933 -0.156
H -1.722 -1.861 -3.415
C -1.455 -2.090 -2.384
C 2.079 -2.010 1.208
Cl -5.589 -0.890 0.776
H -2.283 -1.833 -1.722
H 5.538 0.145 0.134
O -1.269 2.633 -1.035
H -3.165 -2.245 1.466
C -2.090 -2.244 1.631
H 2.713 -2.181 2.064
C -2.897 1.024 -1.448
C 0.531 2.844 0.625
C -3.651 0.941 1.211
C 4.119 -1.480 -0.169
H -1.843 -1.504 2.398
C 1.581 2.195 -0.270
C -3.924 0.193 -1.058
H -1.774 -3.238 1.964
C 4.498 -0.092 0.377
H -0.115 4.246 -0.884
H 0.307 -2.330 2.327
O -1.519 -1.909 0.390
C -0.565 3.525 -0.194
H -2.583 1.068 -2.478
C -2.623 1.780 0.816
C -4.298 0.155 0.277
H -1.237 -3.158 -2.294
C -0.154 -1.869 0.287
C -2.236 1.832 -0.520
C 0.707 -2.098 1.354
C 1.785 -1.478 -1.089
H -1.259 4.065 0.462
O 2.452 1.208 1.750
H -4.438 -0.420 -1.782
H -3.947 0.903 2.248
H 4.365 -0.066 1.461
H 2.176 -1.237 -2.067
H 3.597 1.014 -1.161
O -0.305 -1.315 -2.114
H 0.106 2.068 1.263
H 1.089 1.510 -0.966
H 4.397 -1.546 -1.223
```

Calculated values
energy: -1592.41943 a.u.
2S+1: 1
relative energy (zero: lowest compared OMol25 entry of this formula, charge and spin): 0.1923 eV
net charge: 0
orbital gap: 0.3256 hartree
highest occupied orbital energy: -8.1 eV